Below is an isolated ion of composition C5H11N2 and charge +1, with properties calculated with wB97M-V/def2-TZVPD.

HOMO-LUMO gap = 9.3 eV
structure (SMILES) = C=N/C=C\CC[NH3+]
lowest unoccupied orbital energy = -3.73 eV
E_HOMO = -13.02 eV
net charge = +1

The geometry in XYZ format:
```
18
Properties=species:S:1:pos:R:3:lowdin_charge:R:1
N 0.93 -0.90 0.16 -0.066
N 0.65 1.62 0.26 0.062
C 2.02 -1.46 0.36 0.038
C -0.30 -1.61 0.36 -0.100
C -1.53 0.34 -0.12 -0.131
C -0.56 1.48 -0.62 -0.173
C -1.21 -1.10 -0.38 -0.067
H 0.32 1.67 1.24 0.151
H -1.08 2.45 -0.60 0.125
H -2.39 0.60 -0.84 0.145
H 1.96 -2.47 0.87 0.110
H -0.36 -2.56 0.92 0.146
H -0.12 1.38 -1.63 0.139
H -1.97 0.66 0.80 0.114
H 1.32 2.42 -0.03 0.196
H 3.02 -1.24 -0.03 0.107
H 1.08 0.52 0.17 0.100
H -1.78 -1.80 -0.88 0.104
```

Below is a 2-piece molecular cluster, C5H11N2 overall, with properties calculated with wB97M-V/def2-TZVPD.

HOMO-LUMO gap (spin up / spin down) = 8.0 / 7.6 eV
lowest unoccupied orbital energy (spin up / spin down) = -4.53 / -4.24 eV
E_HOMO (spin up / spin down) = -12.58 / -11.85 eV
net charge = +1

The geometry in XYZ format:
```
18
Properties=species:S:1:pos:R:3:lowdin_charge:R:1
N -0.61 1.42 -1.45 0.094
N 1.16 0.50 -0.43 0.129
C -0.02 -2.37 -0.20 0.101
C 0.12 0.15 0.36 -0.306
C 0.27 0.02 1.86 -0.008
C -1.11 0.78 -0.18 -0.081
C 0.74 1.26 -1.48 -0.003
H -1.88 0.08 -0.61 0.147
H -1.69 1.35 0.56 0.136
H -0.29 -0.73 2.19 0.033
H 1.30 0.05 2.14 0.088
H -1.07 2.19 -1.96 0.174
H 0.42 -2.22 -1.20 0.024
H -1.05 -2.68 -0.07 0.020
H 1.30 1.76 -2.28 0.168
H 2.06 0.51 -0.04 0.163
H 0.57 -3.00 0.40 -0.008
H -0.23 0.92 2.39 0.128
```

Below is an isolated ion of composition C5H11N2 and charge +1, with properties calculated with wB97M-V/def2-TZVPD.

HOMO-LUMO gap = 9.5 eV
lowest unoccupied orbital energy = -3.68 eV
E_HOMO = -13.15 eV
net charge = +1

The geometry in XYZ format:
```
18
Properties=species:S:1:pos:R:3:lowdin_charge:R:1
N -1.29 0.79 1.15 0.197
N 2.12 0.45 -0.04 -0.009
C -0.54 0.21 -0.05 -0.308
C 1.79 -0.90 -0.07 -0.198
C 0.25 -1.12 0.20 -0.118
C 1.28 1.28 -0.03 0.038
C -1.27 0.00 -1.31 -0.069
H -2.03 1.41 0.80 0.161
H 2.15 -1.40 -1.01 0.143
H 2.46 -1.25 0.87 0.173
H -1.71 0.24 1.94 0.190
H -1.66 -1.04 -1.56 0.124
H -0.72 1.44 1.75 0.176
H 1.49 2.35 0.10 0.115
H -0.46 0.06 -2.14 0.140
H -0.07 -1.92 -0.36 0.078
H 0.21 -1.34 1.27 0.115
H -1.98 0.74 -1.52 0.054
```

Below is an isolated ion of composition C5H11N2 and charge +1, with properties calculated with wB97M-V/def2-TZVPD.

HOMO-LUMO gap (spin up / spin down) = 9.3 / 6.9 eV
lowest unoccupied orbital energy (spin up / spin down) = -2.61 / -7.57 eV
multiplicity = 3
E_HOMO (spin up / spin down) = -11.88 / -14.48 eV
net charge = +1

The geometry in XYZ format:
```
18
Properties=species:S:1:pos:R:3:lowdin_charge:R:1
N 0.85 -0.08 -0.73 -0.186
N -1.23 0.16 0.93 0.088
C -2.19 0.21 1.92 -0.087
C 1.40 0.23 0.59 -0.016
C -0.38 -0.10 -1.15 -0.080
C -1.49 0.01 -0.31 -0.099
C 1.90 -0.45 -1.72 -0.023
H 0.84 0.98 1.13 0.095
H -1.88 1.13 2.59 0.139
H -0.63 -0.28 -2.20 0.150
H 1.64 -1.11 -2.51 0.073
H 2.81 -0.73 -1.11 0.103
H -2.26 -0.70 2.63 0.125
H -3.29 0.32 1.68 0.139
H 2.15 0.54 -2.41 0.164
H 2.46 0.67 0.35 0.133
H 1.77 -0.69 1.09 0.122
H -2.47 -0.12 -0.78 0.162
```

Below is a 2-piece molecular cluster, C5H11N2 overall, with properties calculated with wB97M-V/def2-TZVPD.

HOMO-LUMO gap (spin up / spin down) = 8.2 / 6.7 eV
lowest unoccupied orbital energy (spin up / spin down) = -2.92 / -7.73 eV
multiplicity = 3
E_HOMO (spin up / spin down) = -11.09 / -14.45 eV
net charge = +1

The geometry in XYZ format:
```
18
Properties=species:S:1:pos:R:3:lowdin_charge:R:1
N 1.50 0.33 0.17 -0.113
N -1.02 -0.35 -0.11 0.029
C -1.30 -1.71 -0.57 0.025
C 1.79 0.03 1.39 0.051
C -2.82 1.22 0.51 0.149
C -1.94 0.35 0.34 -0.079
C 2.46 0.73 -0.88 -0.053
H -2.31 -1.79 -0.66 0.072
H -0.92 -1.87 -1.50 0.083
H 2.15 1.65 -1.15 0.040
H -3.64 1.28 1.20 0.098
H 2.83 0.04 1.68 0.082
H 2.43 0.09 -1.70 0.070
H 0.03 0.04 -0.20 0.113
H -0.92 -2.41 0.08 0.084
H 0.98 -0.31 2.08 0.101
H -2.86 2.01 -0.23 0.106
H 3.57 0.67 -0.45 0.142
```

Below is one molecule with the formula C5H11N2O, with properties calculated with wB97M-V/def2-TZVPD.

HOMO-LUMO gap (spin up / spin down) = 4.6 / 10.4 eV
lowest unoccupied orbital energy (spin up / spin down) = 0.91 / 0.71 eV
multiplicity = 2
E_HOMO (spin up / spin down) = -3.64 / -9.72 eV

The geometry in XYZ format:
```
19
Properties=species:S:1:pos:R:3:lowdin_charge:R:1
O -1.13 -1.46 -2.09 -0.038
N 0.17 -2.04 0.06 0.115
N -0.38 0.67 -2.27 0.135
C -0.57 -0.49 -1.56 -0.544
C -0.20 -0.58 -0.10 -0.310
C 0.92 0.34 0.32 -0.172
C 0.68 1.32 1.45 -0.176
C -0.47 1.60 2.04 0.002
H -0.74 0.60 -3.20 0.097
H -0.58 2.34 2.82 0.050
H -0.45 -2.56 -0.56 0.101
H -1.33 0.99 1.78 0.041
H -0.10 -2.34 1.05 0.080
H -0.47 1.62 -1.91 0.099
H 1.16 -2.20 -0.10 0.118
H 1.25 0.95 -0.51 0.103
H -1.14 -0.52 0.48 0.099
H 1.80 -0.18 0.65 0.101
H 1.56 1.93 1.67 0.097
```

Below is a 2-piece molecular cluster, C5H11N2O overall, with properties calculated with wB97M-V/def2-TZVPD.

HOMO-LUMO gap = 5.0 eV
lowest unoccupied orbital energy = -8.19 eV
E_HOMO = -13.16 eV
net charge = +1

The geometry in XYZ format:
```
19
Properties=species:S:1:pos:R:3:lowdin_charge:R:1
O 0.86 1.11 0.35 0.142
N 3.72 0.01 1.72 0.030
N -1.98 0.09 -1.90 0.008
C -2.54 -0.40 -0.66 -0.163
C -1.51 -0.53 0.50 -0.110
C -0.21 -0.93 0.00 0.214
C 0.96 0.00 -0.05 -0.209
C -1.29 1.14 -1.98 0.008
H -2.98 -1.36 -0.89 0.122
H -1.75 -1.18 1.35 0.163
H 3.38 0.95 1.86 0.012
H 1.94 -0.36 -0.40 0.131
H 4.61 0.02 1.25 0.020
H -1.21 1.84 -1.15 0.103
H -0.93 1.36 -2.98 0.100
H -1.39 0.49 0.89 0.128
H -3.36 0.27 -0.37 0.136
H -0.10 -2.00 -0.10 0.152
H 3.80 -0.53 2.56 0.014
```

Below is an isolated ion of composition C5H11N2O and charge +1, with properties calculated with wB97M-V/def2-TZVPD.

HOMO-LUMO gap = 9.2 eV
structure (SMILES) = N/C(=C\[NH3+])CCC=O
lowest unoccupied orbital energy = -3.83 eV
E_HOMO = -13.00 eV
net charge = +1

The geometry in XYZ format:
```
19
Properties=species:S:1:pos:R:3:lowdin_charge:R:1
O 1.01 2.97 -0.40 0.058
N 1.44 -0.08 -0.16 0.102
N 0.68 -2.75 0.78 0.152
C 0.10 -0.47 0.13 -0.272
C -0.98 0.38 -0.51 -0.205
C -0.27 -1.75 0.61 -0.133
C -0.96 1.78 -0.02 -0.187
C -0.07 2.67 -0.81 -0.279
H -2.18 2.14 -0.12 0.203
H 1.20 -2.93 -0.17 0.232
H -1.33 -1.86 0.71 0.110
H 2.35 -0.59 0.28 0.171
H 0.17 -3.59 1.08 0.184
H 1.64 0.96 -0.36 0.109
H 1.27 -2.48 1.58 0.174
H -0.93 0.40 -1.66 0.161
H -0.49 3.40 -1.53 0.137
H -0.59 1.79 1.05 0.145
H -2.07 0.02 -0.48 0.140
```

Below is a 2-piece molecular cluster, C5H11N2O overall, with properties calculated with wB97M-V/def2-TZVPD.

HOMO-LUMO gap = 11.7 eV
lowest unoccupied orbital energy = -2.55 eV
E_HOMO = -14.22 eV
net charge = +1

The geometry in XYZ format:
```
19
Properties=species:S:1:pos:R:3:lowdin_charge:R:1
O -1.12 0.14 0.03 0.040
N -3.47 -0.28 0.14 0.100
N 1.51 0.13 0.14 -0.102
C 1.75 -1.32 -0.07 0.031
C -2.34 0.05 0.12 -0.235
C -4.77 -0.61 0.64 -0.030
C 1.73 -0.32 -1.15 -0.059
C 2.57 0.88 0.82 0.042
H 2.57 -1.65 0.44 0.099
H 2.18 1.83 1.18 0.119
H 3.04 0.32 1.62 0.110
H 2.67 0.00 -1.54 0.130
H -4.77 -1.69 0.56 0.094
H 0.81 -1.88 0.02 0.143
H 0.51 0.26 0.27 0.095
H 3.32 1.13 0.13 0.087
H 0.91 -0.42 -1.82 0.132
H -4.75 -0.35 1.70 0.099
H -5.51 -0.08 0.03 0.102
```

Below is a 2-piece molecular cluster, C5H11N2O2 overall, with properties calculated with wB97M-V/def2-TZVPD.

HOMO-LUMO gap = 10.7 eV
lowest unoccupied orbital energy = -2.95 eV
E_HOMO = -13.70 eV
net charge = +1

The geometry in XYZ format:
```
20
Properties=species:S:1:pos:R:3:lowdin_charge:R:1
O -0.59 1.12 -1.68 0.122
O 1.57 -2.13 -0.69 0.102
N -2.18 -0.21 -0.57 0.088
N 1.61 0.60 -0.31 0.024
C 0.85 -0.31 0.55 -0.076
C 1.99 1.84 0.45 0.041
C 0.73 -1.54 0.13 -0.174
C -1.48 0.59 -1.13 -0.287
C -3.17 -0.47 0.38 -0.076
H 1.00 0.86 -1.05 0.087
H -3.87 -1.21 0.05 0.082
H -3.84 0.43 0.56 0.127
H 0.20 0.10 1.22 0.094
H 3.06 1.67 0.57 0.107
H -2.67 -0.73 1.26 0.067
H 2.36 0.05 -0.70 0.174
H 1.64 2.74 -0.09 0.120
H 1.40 -3.05 -0.87 0.130
H 1.50 1.75 1.45 0.112
H -0.12 -2.10 0.45 0.136
```

What did we get for total energy? Answer: -306.2537 -306.2434 -306.2500 -306.1994 -306.1193 -381.7371 -381.4449 -381.5148 -381.5689 -456.8064 Ha, in the order shown.
What did we get for maximum force? Answer: 0.118 0.095 0.088 0.107 0.148 0.034 0.049 0.119 0.064 0.060 hartree/bohr, in the order shown.
What did we get for energy above the lowest of the compared OMol25 structures with the same formula, charge and spin? Answer: 81.4 87.9 83.8 24.6 74.8 38.0 137.5 93.6 59.6 43.9 kcal per mole, in the order shown.